(1)
A cluster of 8 separate species, C49H102BrIN11O8 in total, computed with wB97M-V/def2-TZVPD.

```
172
C49H102BrIN11O8 wB97M-V/def2-TZVPD
C 1.1929 -1.4752 -2.9694
C 0.2401 -0.8682 -2.5133
C -0.8280 -0.1552 -1.8134
N -0.5023 0.3299 -0.4253
C 0.8099 1.0576 -0.3398
Br 2.3932 -0.0397 -0.0679
C 1.1224 1.9312 -1.5779
C 2.0074 3.1236 -1.1735
C -1.5407 1.4295 -0.1293
C -2.9280 1.2327 -0.7572
N -3.0792 1.9606 -2.0241
C -4.4092 1.7097 -2.5873
C -1.7885 1.7037 1.3700
C -1.8544 3.2454 1.5768
C -3.2289 3.8500 1.4637
O -4.1416 3.2490 2.3498
C -3.1822 5.3586 1.6930
N -2.2240 5.9644 0.7499
N -0.7788 1.1992 2.2774
C -0.5991 -0.2443 2.1272
C 0.7454 -0.6204 2.8405
C 1.6825 0.5628 3.2001
C 3.0621 -0.0631 3.4897
C -1.6955 -1.0531 2.9014
C -1.9043 -0.5909 4.3511
C -3.1505 0.3012 4.5019
C -3.2212 0.7701 5.9769
C -4.4477 -0.4491 4.2050
C -5.6995 0.4885 4.1244
C -6.7127 -0.0972 3.1800
C -7.5398 0.5810 2.3631
C -9.0250 0.2403 2.3861
C -7.0922 1.6232 1.3863
C -0.7698 -0.7034 0.6497
I -0.0993 -2.7258 0.3001
H 1.8128 -2.1423 -3.5061
H -1.0567 0.6821 -2.4621
H -1.6499 -0.8579 -1.7684
H 0.8140 1.7679 0.4764
H 0.2108 2.3159 -2.0400
H 1.6497 1.3649 -2.3390
H 2.8118 2.7675 -0.5313
H 2.4336 3.5572 -2.0703
H 1.4056 3.8281 -0.5998
H -1.1961 2.3754 -0.5341
H -3.6669 1.6726 -0.0801
H -3.2561 0.1979 -0.8467
H -3.0107 2.9387 -1.7588
H -5.2070 1.8613 -1.8498
H -4.4201 0.6747 -2.9190
H -4.5682 2.3743 -3.4290
H -2.7615 1.3368 1.7240
H -1.1258 3.7727 0.9655
H -1.5380 3.3985 2.6144
H -3.5507 3.7548 0.4129
H -4.9418 3.7842 2.3553
H -2.9748 5.6156 2.7337
H -4.1566 5.7846 1.4471
H -2.6530 6.7815 0.3412
H -1.3843 6.2609 1.2289
H -0.9134 1.4886 3.2331
H 1.3823 -1.3010 2.2809
H 0.5775 -1.1026 3.8003
H 1.8313 1.2337 2.3601
H 1.3270 1.1080 4.0726
H 2.9492 -0.9999 4.0360
H 3.7016 0.5884 4.0773
H 3.5500 -0.3212 2.5639
H -1.3348 -2.0787 2.9292
H -2.6690 -1.0124 2.4085
H -1.0505 0.0203 4.6634
H -1.9659 -1.4073 5.0676
H -3.0154 1.2029 3.8967
H -2.2604 1.1400 6.3215
H -3.9960 1.5305 6.0620
H -3.5652 -0.0818 6.5623
H -4.4323 -1.0166 3.2762
H -4.6133 -1.1179 5.0490
H -5.4191 1.5148 3.8872
H -6.1729 0.4574 5.1050
H -6.7646 -1.1857 3.1573
H -9.2378 -0.4085 1.5253
H -9.6391 1.1346 2.3488
H -9.2278 -0.3573 3.2643
H -7.7948 2.4558 1.2915
H -7.0556 1.1432 0.4059
H -6.1023 2.0106 1.6197
H -1.8338 -0.8859 0.5435
C -0.4777 6.3298 -2.0931
O 0.1929 7.2648 -1.6969
N -0.5015 5.8774 -3.3614
C -1.3241 4.7530 -3.7595
C 0.3249 6.5358 -4.3613
H -1.1369 5.7602 -1.4164
H -0.6926 3.9581 -4.1604
H -2.0285 5.0697 -4.5319
H -1.8820 4.3705 -2.9054
H 1.3729 6.4820 -4.0652
H 0.0439 7.5868 -4.4357
H 0.1934 6.0522 -5.3264
C -11.7582 -1.6900 2.8084
O -11.0656 -2.1649 3.6884
N -13.0111 -2.0828 2.5168
C -13.7830 -1.4729 1.4520
C -13.6064 -3.1548 3.2986
H -11.3987 -0.8737 2.1606
H -14.6947 -1.0343 1.8622
H -14.0526 -2.2293 0.7122
H -13.2040 -0.6917 0.9636
H -13.6383 -2.8686 4.3501
H -13.0001 -4.0564 3.2073
H -14.6142 -3.3559 2.9447
C -1.6391 3.6205 -7.5872
O -0.9007 3.1606 -6.7348
N -2.9471 3.3323 -7.7051
C -3.7768 3.9137 -8.7452
C -3.5441 2.4073 -6.7577
H -1.2803 4.3298 -8.3511
H -4.5924 4.4802 -8.2920
H -4.1952 3.1212 -9.3679
H -3.1883 4.5808 -9.3708
H -3.4302 2.7951 -5.7435
H -3.0363 1.4437 -6.8145
H -4.5997 2.2768 -6.9821
C 5.8391 -1.4998 1.8849
O 5.5842 -1.3797 3.0710
N 6.8222 -2.2426 1.3664
C 7.0489 -2.3284 -0.0660
C 7.6898 -2.9896 2.2624
H 5.2435 -0.9792 1.1078
H 6.9533 -3.3624 -0.3823
H 8.0570 -1.9747 -0.2949
H 6.3269 -1.7210 -0.6103
H 7.0959 -3.6859 2.8503
H 8.1877 -2.2966 2.9441
H 8.4290 -3.5391 1.6900
C 5.7692 -5.5180 0.4899
O 6.8960 -5.5095 0.9569
N 4.8585 -6.4805 0.7121
C 3.5356 -6.4342 0.1248
C 5.2165 -7.6003 1.5678
H 5.4013 -4.7172 -0.1711
H 2.7816 -6.4216 0.9158
H 3.3797 -7.3138 -0.5030
H 3.4250 -5.5402 -0.4861
H 5.4847 -7.2342 2.5592
H 6.0787 -8.1210 1.1501
H 4.3790 -8.2887 1.6478
C 7.7207 -4.1316 -2.9565
O 6.5781 -4.3630 -2.5819
N 8.7498 -4.9764 -2.8462
C 10.0769 -4.6256 -3.3084
C 8.5273 -6.2799 -2.2408
H 7.9948 -3.1733 -3.4244
H 10.3991 -5.3387 -4.0731
H 10.7705 -4.6593 -2.4692
H 10.0788 -3.6294 -3.7279
H 7.7779 -6.8279 -2.8144
H 8.1575 -6.1538 -1.2219
H 9.4570 -6.8429 -2.2243
C 11.3317 -1.4607 -2.0907
O 10.3311 -2.1580 -2.0589
N 12.3142 -1.4914 -1.1775
C 13.4832 -0.6363 -1.2710
C 12.1995 -2.4133 -0.0577
H 11.5104 -0.7307 -2.8972
H 14.3837 -1.2498 -1.3317
H 13.5438 0.0010 -0.3871
H 13.4235 -0.0075 -2.1566
H 12.1296 -3.4362 -0.4285
H 11.2947 -2.1918 0.5096
H 13.0672 -2.3196 0.5895
```

For the energy relative to the best compared isomer or geometry (same formula, charge and spin), the calculation gives 9.53 kcal per mole. The value obtained for the HOMO energy is -9.252 eV. The total charge is +1. As for the HOMO-LUMO gap: 7.11 eV. The value obtained for the total energy is -6003.7807 a.u.

=====

(2)
A structure of composition C5H6N2O2S, computed with wB97M-V/def2-TZVPD.

```
16
C5H6N2O2S wB97M-V/def2-TZVPD
C -1.3346 -0.7864 1.8770
C -0.3241 -0.3161 0.8778
C 1.7118 0.3787 -0.2416
C -0.4411 -0.1624 -0.4376
C -1.6625 -0.0993 -1.2730
H -1.1197 -1.6342 2.5723
H -2.2124 -0.8486 1.3482
H -1.5641 0.0758 2.8997
H 3.1003 0.8088 -1.5749
H 3.7239 0.3976 -0.1843
H -0.6935 1.3213 -2.2296
N 2.9168 0.8083 -0.6457
N 0.7648 0.2961 -1.0881
O -1.6671 0.7088 -2.2489
O -2.5346 -0.9169 -1.0408
S 1.3360 -0.0315 1.3897
```

For the energy relative to the best compared isomer or geometry (same formula, charge and spin), the calculation gives 50.08 kcal per mole. The value obtained for the HOMO energy is -8.864 eV. The total charge is 0. As for the HOMO-LUMO gap: 9.25 eV. The value obtained for the total energy is -852.2729 a.u.

=====

(3)
The molecule C6H10OS, computed with wB97M-V/def2-TZVPD.

```
18
C6H10OS wB97M-V/def2-TZVPD
C 0.0929 2.2958 -0.5359
C -0.5039 1.5625 0.4859
O -0.9369 0.3541 0.2573
C -0.7269 -0.4336 -0.7827
C -1.0025 -0.2146 -1.9873
C -0.4101 -1.7937 -0.2330
S 1.1670 -2.0070 0.5646
C 1.3165 -0.8510 1.8989
H 0.6110 3.3633 -0.3469
H 0.4328 2.0492 -1.5628
H -0.8836 1.8051 1.6104
H -1.1896 0.7508 -2.5604
H -0.5759 -0.9474 -2.6988
H -0.4302 -2.4800 -1.0691
H -1.3092 -2.0045 0.2649
H 1.5620 0.2986 1.6053
H 0.5183 -0.8610 2.6820
H 2.2682 -0.8866 2.4076
```

As for the SMILES: C=COC(=C)CSC. For the energy relative to the best compared isomer or geometry (same formula, charge and spin), the calculation gives 98.57 kcal per mole. The value obtained for the HOMO energy is -8.588 eV. The total charge is 0. As for the HOMO-LUMO gap: 9.44 eV. The value obtained for the total energy is -707.8932 a.u.

=====

(4)
A cluster of 4 separate species, C5H15NO2 in total, computed with wB97M-V/def2-TZVPD.

```
23
C5H15NO2 wB97M-V/def2-TZVPD
C 0.4098 -0.5316 0.2195
N 1.2263 -0.8666 -2.0216
C 0.1622 -0.1973 -1.2607
C -3.0176 -0.6104 0.2656
C -2.8683 0.3357 1.2233
C -2.6569 1.7330 1.2121
H -0.5135 -0.7591 0.8358
H 0.9635 -1.5369 0.2887
H 0.9429 0.2213 0.8437
H 1.0705 -0.7884 -2.9640
H -0.8869 -0.4918 -1.3813
H 0.1815 0.8871 -1.3276
H -3.0062 -1.6391 0.4435
H -2.9019 -0.2283 -0.7677
H -2.6734 -0.1699 2.3013
H -2.4041 2.3665 0.3428
H -2.7742 2.0971 2.2483
H 3.3715 1.5811 -0.7735
H 2.1017 -0.3349 -1.6096
O 2.6120 0.9868 -0.4975
H 4.1808 -1.0339 1.2698
H 3.1071 -0.0302 0.3827
O 3.3733 -0.9900 0.7264
```

For the energy relative to the best compared isomer or geometry (same formula, charge and spin), the calculation gives 203.24 kcal per mole. The value obtained for the HOMO energy is -7.314 eV. The total charge is 0. As for the HOMO-LUMO gap: 2.79 eV. The value obtained for the total energy is -404.4312 a.u.